Record 1
{
  "formula": "ClHIOPS",
  "method": "ωB97M-V/def2-TZVPD",
  "symbols": ["I", "Cl", "S", "P", "O", "H"],
  "coordinates": [[-1.99, -2.05, -0.22], [-1.47, 1.20, -1.80], [-1.68, 1.18, 1.48], [-1.07, 0.20, -0.09], [2.70, -0.05, 0.55], [3.51, -0.48, 0.08]],
  "max_force_ev_per_a": 2.28,
  "de_lowest_kcal_mol": 100.7,
  "multiplicity": 1,
  "total_charge": 0,
  "e_lumo_ev": [-2.1585, -2.5962]
}

=====

Record 2
{
  "formula": "C26H25ClN2O5W",
  "method": "ωB97M-V/def2-TZVPD",
  "symbols": ["W", "Cl", "O", "O", "O", "O", "O", "N", "N", "C", "C", "C", "C", "C", "C", "C", "C", "C", "C", "C", "C", "C", "C", "C", "C", "C", "C", "C", "C", "C", "C", "C", "C", "C", "C", "H", "H", "H", "H", "H", "H", "H", "H", "H", "H", "H", "H", "H", "H", "H", "H", "H", "H", "H", "H", "H", "H", "H", "H", "H"],
  "coordinates": [[-0.99, 0.57, 0.44], [-2.19, 2.39, 2.30], [-0.75, -0.36, 2.08], [-1.11, -0.40, 4.30], [-2.60, 0.97, -0.39], [-1.46, -1.60, -0.62], [-4.48, 0.49, -1.54], [-3.15, -0.86, 1.42], [0.57, -0.06, -0.29], [0.89, -0.39, -2.69], [2.22, 2.13, 3.06], [-3.03, -2.28, 1.03], [0.96, -1.48, -4.83], [-4.30, -0.22, 0.79], [5.10, -0.16, -1.74], [2.80, -0.36, -1.04], [-0.24, 0.33, -3.10], [-0.02, 2.38, 3.95], [-3.00, -0.73, 2.86], [3.23, -0.68, 0.27], [1.40, -0.27, -1.33], [0.37, 2.35, 1.53], [1.49, -1.29, -3.57], [5.51, -0.50, -0.45], [-0.47, 2.40, 2.66], [-0.16, -0.76, -5.23], [-1.54, -0.48, 3.20], [-2.66, -2.38, -0.42], [1.74, 2.19, 1.78], [-0.22, 2.53, 0.17], [3.76, -0.10, -2.04], [-3.87, 0.42, -0.54], [4.57, -0.76, 0.56], [1.35, 2.24, 4.15], [-0.76, 0.16, -4.36], [-3.96, -2.81, 1.23], [3.29, 2.02, 3.23], [2.49, -0.88, 1.03], [-0.57, -0.91, -6.22], [-3.59, 0.09, 3.26], [-2.25, -2.72, 1.63], [-1.62, 0.73, -4.68], [5.84, 0.05, -2.50], [1.73, 2.21, 5.16], [2.34, -1.88, -3.25], [6.57, -0.56, -0.22], [-0.90, 3.37, 0.13], [2.43, 2.18, 0.93], [1.42, -2.19, -5.51], [-0.71, 2.43, 4.78], [-3.42, -1.97, -1.08], [-0.68, 1.06, -2.46], [-2.48, -3.41, -0.71], [-5.11, -0.91, 0.58], [-4.68, 0.58, 1.42], [0.56, 2.66, -0.57], [3.44, 0.20, -3.03], [4.90, -1.02, 1.55], [-3.32, -1.63, 3.39], [-0.69, -2.16, -0.48]],
  "max_force_ev_per_a": 2.70,
  "de_lowest_kcal_mol": 22.9,
  "multiplicity": 1,
  "total_charge": 2,
  "e_lumo_ev": -8.3565
}

=====

Record 3
{
  "formula": "C33H44N7NiO3Si2",
  "method": "ωB97M-V/def2-TZVPD",
  "symbols": ["Ni", "Si", "Si", "O", "O", "O", "N", "N", "N", "N", "N", "N", "N", "C", "C", "C", "C", "C", "C", "C", "C", "C", "C", "C", "C", "C", "C", "C", "C", "C", "C", "C", "C", "C", "C", "C", "C", "C", "C", "C", "C", "C", "C", "C", "C", "C", "H", "H", "H", "H", "H", "H", "H", "H", "H", "H", "H", "H", "H", "H", "H", "H", "H", "H", "H", "H", "H", "H", "H", "H", "H", "H", "H", "H", "H", "H", "H", "H", "H", "H", "H", "H", "H", "H", "H", "H", "H", "H", "H", "H"],
  "coordinates": [[0.12, -0.02, -0.51], [-3.00, -0.22, -0.28], [2.81, -1.68, 0.40], [2.67, 2.20, -6.72], [-0.52, 1.73, 1.66], [1.86, 0.22, -7.46], [1.49, 1.63, -0.54], [-0.63, 1.35, 3.89], [-1.50, -0.78, 0.25], [1.14, -1.31, 0.52], [-0.20, -2.37, -2.18], [-0.95, 3.50, 3.02], [0.56, 0.27, -2.64], [2.71, 4.09, -0.72], [-0.54, 4.18, 4.23], [0.25, -2.09, 1.28], [-1.16, 4.37, 1.88], [-0.30, -3.82, 2.92], [-2.04, -2.52, 1.90], [-0.78, -3.53, -1.87], [-1.14, -1.79, 1.13], [-0.70, 2.17, 2.78], [3.12, -3.44, -0.16], [0.82, -0.34, -4.94], [1.66, 2.20, -1.73], [-1.21, -2.44, -4.33], [0.34, -0.58, -3.65], [-0.11, 0.00, 3.69], [-3.40, 1.50, 0.36], [0.63, -3.10, 2.16], [2.63, 3.44, 0.50], [-4.53, -1.23, 0.12], [-1.64, -3.53, 2.79], [-1.82, -3.64, -4.01], [-1.60, -4.20, -2.76], [-3.00, -0.03, -2.15], [3.68, -0.64, -0.89], [-0.40, -1.84, -3.37], [1.54, 0.80, -5.21], [3.74, -1.35, 2.00], [1.79, 1.66, -4.15], [2.08, 1.11, -6.63], [-1.65, 1.44, 4.93], [1.29, 1.37, -2.90], [2.23, 3.47, -1.86], [1.99, 2.22, 0.55], [-5.38, -0.77, -0.40], [-0.27, 4.98, 1.68], [3.54, -0.33, 2.33], [-2.19, 2.38, 4.87], [2.85, -4.20, 0.57], [-1.37, 4.68, 4.72], [3.16, -0.64, -1.86], [2.53, -3.62, -1.06], [-2.00, 5.04, 2.06], [-2.04, 0.37, -2.51], [0.46, -0.29, 4.58], [-4.76, -1.25, 1.18], [-0.58, -3.91, -0.87], [3.45, -2.02, 2.82], [-2.47, -4.13, -4.73], [3.17, 5.07, -0.80], [-1.37, 3.77, 1.00], [-2.38, -4.06, 3.36], [0.04, -4.59, 3.60], [-3.10, -2.30, 1.81], [2.40, 2.54, -4.35], [-0.91, -0.72, 3.52], [-2.72, 2.25, -0.04], [-2.37, 0.62, 4.81], [-1.20, 1.35, 5.93], [-3.14, -1.01, -2.64], [0.21, 4.94, 3.99], [-0.09, 3.47, 4.92], [2.30, 3.93, -2.83], [4.18, -3.57, -0.41], [0.54, -0.02, 2.82], [-2.05, -5.15, -2.47], [-4.42, 1.79, 0.09], [4.83, -1.44, 1.86], [1.88, 1.67, 1.47], [3.83, 0.40, -0.59], [4.66, -1.08, -1.05], [-1.38, -1.97, -5.29], [0.68, -1.05, -5.74], [3.04, 3.87, 1.40], [-4.45, -2.27, -0.23], [-3.31, 1.53, 1.46], [1.68, -3.32, 2.27], [-3.79, 0.64, -2.49]],
  "max_force_ev_per_a": 0.76,
  "de_lowest_kcal_mol": 12.5,
  "multiplicity": 3,
  "total_charge": -1,
  "e_lumo_ev": [1.9658, 1.8999]
}

=====

Record 4
{
  "formula": "C21H27N3O4S",
  "method": "ωB97M-V/def2-TZVPD",
  "symbols": ["S", "O", "O", "O", "O", "N", "N", "N", "C", "C", "C", "C", "C", "C", "C", "C", "C", "C", "C", "C", "C", "C", "C", "C", "C", "C", "C", "C", "C", "H", "H", "H", "H", "H", "H", "H", "H", "H", "H", "H", "H", "H", "H", "H", "H", "H", "H", "H", "H", "H", "H", "H", "H", "H", "H", "H"],
  "coordinates": [[-1.26, 3.09, -0.89], [-6.31, -0.78, 0.39], [-0.34, -1.09, -2.87], [0.53, 3.26, 2.37], [-3.78, -1.52, 1.58], [0.88, 1.60, 0.93], [1.62, -0.38, -0.12], [1.35, -1.06, -1.30], [3.83, 0.59, -0.68], [0.73, 0.68, -0.08], [-0.18, 0.57, -1.10], [0.08, 2.58, 1.46], [5.03, -1.72, 0.96], [-7.51, -0.44, -0.26], [-5.07, 0.62, -1.16], [-3.87, 1.13, -1.61], [6.33, 0.18, -0.22], [-4.84, -2.33, 2.03], [-2.73, -0.14, 0.06], [-1.38, 1.35, -1.47], [3.02, -0.29, 0.29], [-5.13, -0.27, -0.09], [5.12, 1.10, -0.05], [6.04, -1.33, -0.12], [-1.29, 2.78, 0.90], [-3.93, -0.67, 0.52], [0.19, -0.60, -1.89], [3.59, -1.70, 0.46], [-2.68, 0.76, -1.00], [3.56, -2.24, -0.50], [5.68, -1.69, -1.08], [-1.41, 1.44, -2.56], [2.95, -2.24, 1.16], [-3.86, 1.83, -2.43], [7.07, 0.45, 0.54], [5.25, -2.74, 1.29], [5.38, 2.06, -0.49], [4.95, 1.28, 1.02], [-1.92, 1.90, 1.06], [1.77, 1.56, 1.42], [3.03, 0.17, 1.28], [-7.72, 0.63, -0.20], [-5.64, -1.74, 2.48], [6.99, -1.83, 0.08], [6.79, 0.36, -1.19], [-7.50, -0.76, -1.31], [-8.29, -0.99, 0.27], [1.68, -2.01, -1.41], [-1.74, 3.65, 1.37], [-4.40, -2.98, 2.78], [-5.25, -2.94, 1.21], [5.14, -1.08, 1.84], [3.20, 1.45, -0.94], [4.03, 0.05, -1.60], [-5.98, 0.93, -1.65], [-1.83, -0.48, 0.54]],
  "smiles": "COc1ccc([C@H]2SCC(=O)Nc3c2c(=O)[nH]n3C2CCCCCC2)cc1OC",
  "max_force_ev_per_a": 1.10,
  "de_lowest_kcal_mol": 69.7,
  "multiplicity": 1,
  "total_charge": 0,
  "e_lumo_ev": 0.6161
}

=====

Values for E, hartree, ordered as above
-1573.192529 -2018.235481 -3980.464240 -1679.820444